ClH2N2P | ωB97M-V/def2-TZVPD

The geometry in ORCA input format:
```
! RIJCOSX wB97M-V def2-TZVPD def2/J DEFGRID3
* xyz 0 1
Cl 3.67910 -0.49664 -0.02321
P -0.69454 -1.05298 -0.04887
N -1.82550 1.33876 -0.26276
N -1.43561 0.22718 0.05390
H -2.80961 1.71428 -0.00173
H 3.08615 -1.73060 0.28266
*
```

## Properties
DFT total energy   -24821.039 eV
E_HOMO   -8.3 eV

natural (NBO) population analysis, charges in e, atoms 1 to 2: number 1, Cl, carries -0.293; number 2, P, carries 0.562